Here is a molecular structure, C48H88F6N19O12S6 in a non-equilibrium geometry from the OMol25 dataset. Energies are from wB97M-V/def2-TZVPD.

XYZ file:
```
179
Properties=species:S:1:pos:R:3
C 3.461 11.318 -0.649
C 3.683 11.998 0.658
N 3.341 11.309 1.930
C 2.039 11.093 2.359
C 2.119 10.259 3.432
N 3.529 9.879 3.571
C 4.191 10.599 2.646
C 4.155 9.216 4.734
H 4.069 10.443 -0.777
H 3.759 11.962 -1.442
H 2.417 11.108 -0.802
H 3.173 12.961 0.753
H 4.760 12.164 0.685
H 1.182 11.572 1.962
H 1.331 9.970 4.103
H 5.242 10.527 2.461
H 3.299 8.777 5.199
H 4.613 9.963 5.414
H 4.815 8.363 4.423
C -4.229 -1.309 4.076
C -4.950 -0.549 2.976
N -4.117 0.636 2.614
C -3.757 1.693 3.427
C -2.988 2.463 2.681
N -2.874 1.890 1.409
C -3.651 0.840 1.405
C -1.995 2.381 0.359
H -3.546 -2.031 3.709
H -4.970 -1.851 4.655
H -3.766 -0.605 4.789
H -5.893 -0.131 3.307
H -5.057 -1.194 2.044
H -4.136 1.775 4.415
H -2.492 3.404 2.971
H -3.750 0.118 0.582
H -1.689 3.432 0.472
H -2.526 2.484 -0.585
H -1.041 1.822 0.248
C 3.435 -9.315 6.235
C 4.473 -8.348 6.791
N 3.925 -6.947 6.816
C 2.983 -6.358 7.664
C 2.617 -5.170 7.107
N 3.299 -5.092 5.895
C 4.049 -6.165 5.702
C 3.275 -3.900 4.980
H 3.770 -10.382 6.232
H 3.230 -9.069 5.206
H 2.585 -9.289 6.882
H 5.335 -8.318 6.108
H 4.875 -8.607 7.794
H 2.740 -6.613 8.694
H 2.068 -4.336 7.518
H 4.736 -6.449 4.936
H 3.560 -4.216 3.987
H 3.858 -3.085 5.408
H 2.214 -3.729 4.913
C -2.581 1.270 11.635
C -2.036 0.347 10.567
N -2.722 -0.902 10.355
C -3.663 -1.038 9.346
C -4.169 -2.290 9.543
N -3.571 -2.805 10.675
C -2.703 -1.911 11.131
C -3.772 -4.224 11.041
H -3.577 1.729 11.441
H -1.933 2.139 11.807
H -2.717 0.727 12.593
H -0.992 0.078 10.750
H -2.168 0.862 9.584
H -3.819 -0.198 8.621
H -4.986 -2.830 9.066
H -2.085 -2.006 11.970
H -4.521 -4.666 10.308
H -4.342 -4.316 11.981
H -2.886 -4.870 10.904
C 0.389 -3.019 -3.420
C 1.562 -3.809 -3.056
N 1.367 -5.157 -2.578
C 1.583 -6.322 -3.291
C 0.964 -7.369 -2.720
N 0.324 -6.799 -1.563
C 0.451 -5.448 -1.599
C -0.227 -7.519 -0.429
H 0.856 -2.180 -3.984
H -0.127 -2.606 -2.549
H -0.316 -3.636 -4.023
H 2.068 -3.294 -2.256
H 2.253 -3.901 -3.895
H 2.261 -6.413 -4.146
H 0.989 -8.431 -2.865
H -0.033 -4.753 -0.964
H 0.440 -7.311 0.442
H -0.356 -8.612 -0.623
H -1.116 -7.019 -0.167
C 7.079 0.121 -1.416
C 8.141 -0.564 -2.258
N 9.248 0.285 -2.815
C 9.109 1.552 -3.387
C 10.319 2.191 -3.405
N 11.187 1.212 -2.830
C 10.503 0.084 -2.532
C 12.591 1.469 -2.458
H 6.460 0.769 -2.090
H 7.340 0.667 -0.498
H 6.364 -0.656 -1.049
H 7.702 -1.064 -3.151
H 8.584 -1.399 -1.768
H 8.185 2.003 -3.763
H 10.620 3.159 -3.781
H 10.872 -0.707 -1.913
H 12.691 2.063 -1.619
H 13.211 1.946 -3.256
H 13.038 0.452 -2.231
C 0.088 3.759 -10.308
C -0.051 5.232 -10.683
N -0.010 5.423 -12.178
C -0.830 4.743 -13.077
C -0.449 5.184 -14.346
N 0.496 6.216 -14.132
C 0.713 6.347 -12.824
C 1.244 6.973 -15.141
H 0.129 3.561 -9.230
H 0.962 3.329 -10.794
H -0.737 3.180 -10.699
H 0.831 5.770 -10.314
H -0.976 5.721 -10.326
H -1.586 3.995 -12.802
H -0.937 4.960 -15.273
H 1.418 7.042 -12.450
H 2.250 7.204 -14.776
H 0.677 7.849 -15.394
H 1.306 6.431 -16.118
C -12.518 -1.308 -6.566
C -11.441 -2.269 -7.027
N -10.461 -2.594 -5.973
C -9.429 -1.754 -5.457
C -8.848 -2.486 -4.459
N -9.470 -3.704 -4.412
C -10.401 -3.737 -5.351
C -9.157 -4.825 -3.510
H -11.988 -0.454 -6.123
H -13.202 -1.664 -5.884
H -12.940 -0.896 -7.492
H -11.001 -1.921 -7.929
H -11.856 -3.222 -7.377
H -9.298 -0.778 -5.850
H -7.989 -2.290 -3.887
H -11.064 -4.552 -5.565
H -9.755 -5.710 -3.620
H -9.201 -4.562 -2.485
H -8.110 -5.045 -3.668
N -0.563 2.337 -4.813
S 0.732 2.266 -5.744
O 1.887 2.279 -4.849
O 0.509 3.206 -6.743
F 0.779 0.965 -6.498
S -1.119 1.024 -3.981
O -0.878 -0.265 -4.600
O -2.320 1.474 -3.400
F -0.053 1.230 -2.811
N 1.024 -1.312 5.659
S 0.441 -0.810 7.047
O 0.470 -1.856 7.968
O -0.671 0.107 6.990
F 1.589 0.211 7.465
S 1.281 -0.335 4.439
O 0.066 -0.069 3.650
O 2.551 -0.717 3.781
F 1.649 1.121 5.193
N -2.327 -4.203 2.242
S -0.937 -4.925 2.728
O 0.249 -4.604 1.973
O -1.176 -6.289 3.159
F -0.773 -4.134 4.146
S -2.741 -3.779 0.856
O -3.828 -2.821 0.885
O -2.794 -4.860 -0.075
F -1.565 -2.822 0.341
```

Calculated values
- HOMO: -13.9 eV
- Charge: +5

***

Here is a molecular structure, C11H9F in a non-equilibrium geometry from the OMol25 dataset. Energies are from wB97M-V/def2-TZVPD.

XYZ file:
```
21
Properties=species:S:1:pos:R:3
C -0.186 1.336 -1.349
C 1.491 -1.208 -1.381
C -0.876 0.151 -1.319
C 0.952 0.788 -0.607
C 0.188 -0.734 -0.724
C 2.075 0.015 -1.251
C -2.095 0.471 0.630
C -0.900 0.460 1.248
C -2.304 -0.023 -0.820
C 0.276 -0.148 0.576
C 1.355 -0.781 2.162
F 3.213 0.584 -1.710
H -0.257 2.251 -1.869
H 1.779 -2.158 -1.714
H -2.935 0.765 1.146
H -0.609 0.979 2.109
H -2.853 0.747 -1.298
H -2.612 -0.970 -0.890
H 1.099 -1.763 2.196
H 0.829 -0.132 2.871
H 2.369 -0.628 1.995
```

Calculated values
- ΔE to the lowest compared entry with this formula, charge and spin: 134.44 kcal/mol
- HOMO: -8.1 eV

***

Here is a gas-phase ion, C9H12N3 (charge +1) in a non-equilibrium geometry from the OMol25 dataset. Energies are from wB97M-V/def2-TZVPD.

XYZ file:
```
24
Properties=species:S:1:pos:R:3
C 2.790 1.227 0.412
C 2.732 -0.137 0.514
C 1.708 2.018 -0.153
C 0.119 -2.499 -0.170
C -0.962 -1.686 -0.057
C 1.818 -0.921 -0.295
C 0.079 0.268 -0.797
C -3.033 0.704 -0.203
C -1.801 0.523 0.774
N 1.319 -2.047 0.125
N 0.595 1.532 -0.602
N -0.887 -0.292 -0.016
H 3.438 1.910 0.969
H 3.257 -0.836 1.064
H 1.903 3.024 -0.191
H -0.101 -3.527 -0.111
H -1.828 -2.029 0.308
H 2.038 -0.596 -1.253
H 0.164 -0.185 -1.879
H -3.307 -0.334 -0.634
H -4.003 1.040 0.391
H -2.852 1.349 -0.938
H -1.964 0.123 1.684
H -1.223 1.374 1.058
```

Calculated values
- ΔE to the lowest compared entry with this formula, charge and spin: 122.47 kcal/mol
- HOMO: -12.5 eV
- Charge: +1
- SMILES: CC[n+]1ccnccccnc1

***

Here is a single C2HClFNO3 molecule in a non-equilibrium geometry from the OMol25 dataset. Energies are from wB97M-V/def2-TZVPD.

XYZ file:
```
9
Properties=species:S:1:pos:R:3
C -1.246 0.395 0.205
C 0.006 0.003 -0.525
N 1.046 -0.571 0.336
O -1.956 1.295 0.063
O 1.921 -1.210 -0.232
O 0.987 -0.308 1.529
F -1.592 -0.512 1.116
Cl 0.907 1.437 -1.118
H -0.074 -0.529 -1.374
```

Calculated values
- ΔE to the lowest compared entry with this formula, charge and spin: 0.00 kcal/mol
- HOMO: -12.1 eV
- SMILES: O=C(F)[C@@H](Cl)[N+](=O)[O-]

***

Here is 6 unconnected molecules or ions with the total composition C19H39NO20P3 in a non-equilibrium geometry from the OMol25 dataset. Energies are from wB97M-V/def2-TZVPD.

XYZ file:
```
82
Properties=species:S:1:pos:R:3
O -1.375 -0.845 -1.150
C -2.274 -0.805 -0.196
O -2.530 0.313 0.394
O -2.972 -1.776 0.027
H -1.461 -1.792 -1.279
C 0.034 5.718 -3.967
C 0.426 5.124 -5.124
C 0.994 5.907 -6.310
O 1.596 5.485 -7.333
C 0.922 7.411 -6.070
C 0.629 7.977 -4.866
C 0.095 7.165 -3.684
O -0.273 7.618 -2.623
O 0.605 9.343 -4.708
O 0.194 3.801 -5.316
H -0.314 5.068 -3.178
H 1.227 8.120 -6.825
H -0.114 9.552 -4.108
H 0.183 3.421 -4.434
C -8.465 6.495 0.193
O -8.082 5.464 0.767
N -7.686 7.118 -0.682
C -6.490 6.585 -1.308
C -7.861 8.543 -1.037
H -9.382 7.076 0.383
H -6.938 6.197 -2.223
H -5.947 5.857 -0.705
H -5.749 7.343 -1.561
H -7.931 8.700 -2.114
H -8.652 9.150 -0.596
H -7.108 9.153 -0.537
C -6.420 -8.310 8.229
O -5.867 -8.298 6.851
P -6.769 -8.028 5.560
O -6.904 -6.578 5.244
O -6.165 -8.876 4.286
C -5.196 -8.371 3.481
O -8.156 -8.803 5.936
C -9.069 -9.076 4.838
H -7.505 -8.367 8.152
H -5.993 -7.474 8.785
H -6.063 -9.234 8.683
H -5.374 -8.725 2.466
H -4.212 -8.641 3.865
H -5.213 -7.301 3.272
H -9.433 -8.059 4.690
H -9.934 -9.653 5.168
H -8.531 -9.290 3.915
C 5.143 2.303 1.659
O 6.337 1.875 2.159
P 7.477 2.923 2.691
O 7.438 4.308 2.127
O 7.276 2.905 4.281
C 7.269 1.739 5.051
O 8.929 2.149 2.577
C 9.781 2.369 1.476
H 5.006 1.828 0.687
H 5.119 3.389 1.577
H 4.285 2.060 2.287
H 8.272 1.638 5.466
H 6.870 0.849 4.565
H 6.623 1.926 5.909
H 9.502 3.247 0.893
H 10.047 1.504 0.869
H 10.673 2.775 1.955
C 5.756 -3.696 -1.425
O 4.532 -4.019 -1.838
P 4.157 -4.027 -3.429
O 2.770 -4.462 -3.752
O 5.221 -5.047 -4.107
C 5.350 -6.324 -3.639
O 4.588 -2.625 -4.104
C 4.673 -2.591 -5.548
H 6.215 -4.629 -1.095
H 5.832 -3.186 -0.465
H 6.267 -2.969 -2.056
H 5.264 -6.312 -2.553
H 6.325 -6.732 -3.905
H 4.614 -7.047 -3.992
H 5.078 -1.606 -5.778
H 3.635 -2.448 -5.849
H 5.177 -3.471 -5.949
```

Calculated values
- ΔE to the lowest compared entry with this formula, charge and spin: 0.00 kcal/mol
- HOMO: -3.2 eV
- Charge: -1

***

Here is a single H8N2Si2 molecule in a non-equilibrium geometry from the OMol25 dataset. Energies are from wB97M-V/def2-TZVPD.

XYZ file:
```
12
Properties=species:S:1:pos:R:3
N -1.601 0.767 -1.095
N 0.105 0.964 -1.378
Si 0.056 -0.706 1.595
Si 1.035 -0.201 -0.426
H -1.638 -0.228 -1.356
H -1.934 1.227 -1.836
H 0.380 1.826 -0.986
H 0.702 -1.945 2.130
H 0.456 0.021 2.870
H -1.414 -1.174 1.808
H 1.450 -0.792 -1.591
H 2.404 0.243 0.265
```

Calculated values
- ΔE to the lowest compared entry with this formula, charge and spin: 122.71 kcal/mol
- HOMO: -9.5 eV
- SMILES: NN[SiH2][SiH3]

***

Here is a molecular structure, C30H36BCl3F8N4O4PTi in a non-equilibrium geometry from the OMol25 dataset. Energies are from wB97M-V/def2-TZVPD.

XYZ file:
```
88
Properties=species:S:1:pos:R:3
Ti -0.775 -0.117 -0.051
C -0.042 -4.546 2.495
C 1.210 -3.875 3.048
N 1.505 -2.578 2.440
C 2.935 -2.291 2.465
C 3.664 -2.996 1.333
C 0.649 -1.560 3.031
C 0.851 -0.129 2.534
N 0.934 0.044 1.070
C 2.068 0.712 0.627
C 2.622 0.449 -0.639
F 2.021 -0.458 -1.434
C 3.754 1.065 -1.125
F 4.187 0.700 -2.345
C 4.445 2.014 -0.401
C 3.910 2.322 0.827
F 4.479 3.283 1.583
C 2.763 1.721 1.315
F 2.265 2.252 2.458
H -0.423 -5.293 3.196
H -0.840 -3.819 2.317
H 0.165 -5.041 1.546
H 1.116 -3.758 4.140
H 2.075 -4.520 2.890
H 3.088 -1.220 2.352
H 3.378 -2.565 3.438
H 3.276 -2.649 0.371
H 4.738 -2.796 1.371
H 3.523 -4.080 1.376
H -0.380 -1.881 2.870
H 0.795 -1.508 4.127
H 0.043 0.466 2.963
H 1.750 0.244 3.000
H 5.341 2.488 -0.776
Cl -5.699 0.993 5.075
C -4.531 0.371 3.934
C -3.722 1.246 3.241
C -2.813 0.719 2.349
Cl -1.765 1.808 1.460
C -2.654 -0.645 2.095
O -1.768 -1.116 1.241
C -3.501 -1.484 2.826
Cl -3.366 -3.199 2.591
C -4.425 -0.993 3.733
H -3.800 2.315 3.386
H -5.061 -1.679 4.275
N 0.429 -5.973 -4.380
C 0.214 -5.061 -3.701
C -0.050 -3.938 -2.864
C 0.535 -3.820 -1.573
C 0.279 -2.737 -0.800
N -0.545 -1.693 -1.202
C -1.122 -1.820 -2.460
C -0.900 -2.879 -3.279
H 1.202 -4.588 -1.205
H 0.746 -2.623 0.171
H -1.776 -1.020 -2.772
H -1.389 -2.911 -4.243
C -2.630 4.896 -1.258
C -2.724 3.459 -1.708
O -1.479 3.099 -2.354
P -0.533 1.976 -1.749
O 0.533 1.843 -2.935
C 0.216 0.984 -4.057
C 1.210 1.278 -5.145
O 0.354 2.772 -0.667
C 1.182 3.912 -0.981
C 1.241 4.807 0.230
H -3.597 5.215 -0.858
H -2.368 5.550 -2.093
H -1.880 5.017 -0.473
H -3.515 3.307 -2.434
H -2.931 2.796 -0.871
H -0.808 1.177 -4.384
H 0.283 -0.052 -3.729
H 1.134 2.319 -5.467
H 1.018 0.631 -6.004
H 2.226 1.094 -4.789
H 0.776 4.428 -1.850
H 2.171 3.531 -1.236
H 0.246 5.173 0.494
H 1.881 5.669 0.021
H 1.649 4.273 1.089
F -4.486 -0.913 -2.147
B -3.892 0.300 -1.851
F -4.806 1.239 -1.370
F -3.175 0.800 -2.964
F -2.906 0.066 -0.773
```

Calculated values
- Spin multiplicity: 3
- ΔE to the lowest compared entry with this formula, charge and spin: 9.04 kcal/mol
- HOMO (spin up / spin down): -3.1 / -5.9 eV
- Charge: -1

***

| no. | calculated total energy (eV) |
| --- | --- |
| 1 | -185358.007 |
| 2 | -14261.602 |
| 3 | -13986.134 |
| 4 | -24959.047 |
| 5 | -90645.179 |
| 6 | -18861.205 |
| 7 | -138244.413 |